DFT (wB97M-V/def2-TZVPD) results for a molecular structure, C76H151NO26Rb2.

Output
Kohn-Sham gap ... 0.2008 hartree
HOMO ... -0.2184 Ha
Electronic energy ... -137294.6435 eV
E_LUMO ... -0.480 eV
Maximum force ... 7.30 eV Å⁻¹

Structure (ORCA input):
```
! RIJCOSX wB97M-V def2-TZVPD def2/J DEFGRID3
* xyz 0 1
Rb -9.55512 1.10383 -24.54091
Rb -10.54719 -2.20449 -27.07691
O -12.14593 2.40372 -28.36347
C -11.48645 1.89573 -27.38544
O -11.23532 2.61164 -26.45905
O -11.16961 0.68916 -27.43562
H -12.14405 3.16233 -27.77516
C -8.80030 -2.17603 -21.33975
C -10.31867 -2.57820 -21.66432
C -11.05540 -2.32631 -20.35363
C -12.56113 -2.36012 -20.44594
C -13.02559 -1.23260 -21.41260
C -12.32993 -1.45469 -22.84185
N -10.84949 -1.63254 -22.72033
O -10.18308 -1.80408 -23.98063
C -12.77689 -0.19569 -23.56499
C -13.04826 -2.63423 -23.57887
C -10.34573 -4.10870 -22.03069
H -8.16838 -2.18531 -22.22784
H -8.31246 -2.82459 -20.61209
H -8.75328 -1.14363 -20.99328
H -10.74239 -1.43845 -19.80424
H -10.73363 -3.10561 -19.66279
H -12.84458 -2.22290 -19.40242
H -12.89312 -3.34556 -20.77272
H -12.72937 -0.29230 -20.94765
H -14.10937 -1.18200 -21.51731
H -12.55962 -0.19504 -24.63312
H -12.43318 0.75718 -23.16249
H -13.84032 -0.00020 -23.42713
H -14.05005 -2.30334 -23.85279
H -13.20843 -3.53238 -22.98240
H -12.43444 -2.97459 -24.41283
H -11.35887 -4.51067 -22.03917
H -9.74466 -4.71897 -21.35661
H -9.84137 -4.26631 -22.98404
C -7.96956 -0.07074 -16.51029
C -6.66729 0.32388 -17.17959
O -5.75166 0.86628 -16.56705
C -6.60084 0.17539 -18.67677
H -8.16370 -1.14161 -16.57058
H -8.75577 0.41679 -17.08673
H -8.08369 0.26209 -15.47864
H -7.59903 -0.14194 -18.97847
H -5.94065 -0.65089 -18.94040
H -6.26086 1.11019 -19.12249
C -15.13915 -4.43891 -25.85770
C -16.16553 -4.40262 -26.98498
O -16.86357 -3.41987 -27.23185
C -16.40625 -5.68070 -27.74687
H -14.13943 -4.53907 -26.28034
H -15.34794 -5.25591 -25.16702
H -15.27574 -3.47560 -25.36630
H -17.22637 -5.50309 -28.44253
H -16.52246 -6.48880 -27.02467
H -15.54495 -5.85046 -28.39297
C -8.18499 -10.88890 -24.84343
C -8.01034 -10.20671 -23.43975
O -8.23366 -9.04674 -23.22947
C -7.61180 -11.11422 -22.29238
H -8.93782 -10.30994 -25.37837
H -8.58949 -11.88365 -24.65647
H -7.34530 -10.82312 -25.53532
H -6.58281 -11.44083 -22.44272
H -8.18704 -12.03845 -22.23758
H -7.56112 -10.64745 -21.30868
C -11.59386 1.48669 -18.62023
C -10.24623 1.93777 -19.16362
O -9.39450 2.37595 -18.39192
C -10.00357 1.78920 -20.68026
H -11.36363 0.51837 -18.17588
H -12.30929 1.41492 -19.43944
H -11.96731 2.10622 -17.80487
H -9.12197 2.31731 -21.04357
H -10.88599 2.17519 -21.19061
H -9.98185 0.72460 -20.91316
C -10.22918 -6.93645 -25.16673
C -9.33830 -5.80204 -25.63657
O -9.66802 -5.04937 -26.56139
C -7.98281 -5.60983 -25.04005
H -11.18479 -7.03710 -25.68129
H -10.46424 -6.72318 -24.12397
H -9.66872 -7.86071 -25.30716
H -7.52260 -4.63735 -25.21495
H -7.30368 -6.37275 -25.42063
H -7.90610 -5.71046 -23.95742
C -18.69074 -4.92896 -21.08706
C -17.19377 -5.04268 -20.68525
O -16.83622 -5.41834 -19.56448
C -16.20906 -4.67221 -21.73443
H -19.00527 -3.96448 -21.48574
H -19.30947 -5.03702 -20.19622
H -18.96095 -5.70216 -21.80626
H -16.22938 -3.59635 -21.90820
H -16.51073 -5.09655 -22.69205
H -15.20197 -4.95066 -21.42403
C -16.72107 4.51094 -26.51161
C -16.40825 3.03802 -26.48749
O -17.25607 2.20627 -26.65265
C -14.94633 2.69644 -26.52870
H -16.39529 4.98855 -25.58756
H -17.80014 4.65468 -26.45649
H -16.35311 5.03936 -27.39108
H -14.52290 3.44259 -25.85633
H -14.44206 2.71594 -27.49484
H -14.79875 1.66707 -26.20202
C -16.32468 -0.14162 -28.49249
C -15.52772 0.00384 -29.81827
O -16.04491 0.47375 -30.79217
C -14.13652 -0.59168 -29.85418
H -16.60583 -1.18697 -28.36484
H -17.25651 0.40451 -28.63925
H -15.75710 0.18963 -27.62288
H -13.97996 -1.39800 -29.13763
H -13.47300 0.16679 -29.43878
H -13.87683 -0.86906 -30.87581
C -16.38014 -0.64700 -24.34782
C -17.80239 -1.14966 -24.15141
O -18.18789 -1.53696 -23.02596
C -18.70748 -1.11604 -25.34799
H -16.42239 0.38315 -24.70151
H -15.75841 -1.22584 -25.03082
H -15.84543 -0.62852 -23.39817
H -18.34104 -1.64410 -26.22832
H -18.85674 -0.06347 -25.58861
H -19.63786 -1.63069 -25.10792
C -6.58267 -1.88781 -24.66149
C -6.59403 -1.04940 -25.93507
O -7.67294 -0.67236 -26.43922
C -5.29761 -0.82487 -26.67247
H -7.59981 -2.22635 -24.46420
H -6.37807 -1.27138 -23.78612
H -5.93214 -2.74547 -24.83274
H -4.94619 -1.77803 -27.06756
H -4.53584 -0.40844 -26.01339
H -5.44936 -0.10907 -27.48037
C -18.53751 3.14033 -23.36549
C -19.65383 2.05404 -23.16448
O -19.59058 1.25720 -22.23327
C -20.85531 2.03410 -24.08259
H -18.87901 3.91430 -24.05284
H -17.74666 2.59011 -23.87530
H -18.11793 3.58560 -22.46339
H -21.52625 1.26220 -23.70561
H -20.63257 1.85825 -25.13500
H -21.46151 2.91669 -23.87852
C -3.98964 -5.27608 -20.89286
C -4.86509 -4.03567 -20.87068
O -5.05585 -3.41562 -21.91814
C -5.65154 -3.69264 -19.63182
H -3.85607 -5.57787 -19.85403
H -2.99216 -5.12120 -21.30412
H -4.48088 -6.05617 -21.47445
H -6.60274 -4.21706 -19.54078
H -5.97600 -2.65782 -19.74125
H -5.08426 -3.82694 -18.71081
C -8.37375 -5.33401 -15.52274
C -9.65031 -4.82631 -16.20141
O -10.69024 -4.75688 -15.57135
C -9.54456 -4.34834 -17.61420
H -7.90386 -4.39971 -15.21553
H -7.68057 -5.86321 -16.17662
H -8.69375 -6.00578 -14.72624
H -9.04216 -3.38183 -17.65355
H -10.54227 -4.28825 -18.04902
H -8.90707 -4.98531 -18.22737
C -13.32980 -7.22215 -21.56334
C -12.25267 -7.85877 -20.63510
O -12.23114 -7.64197 -19.42668
C -11.18643 -8.64528 -21.26903
H -14.11419 -7.97154 -21.66938
H -12.91039 -7.18129 -22.56859
H -13.71527 -6.23430 -21.31100
H -10.76109 -9.30737 -20.51484
H -10.41923 -7.96181 -21.63285
H -11.49516 -9.25532 -22.11793
C -12.35524 -4.03849 -30.86311
C -12.60806 -4.65707 -29.51135
O -13.23949 -4.12005 -28.64075
C -11.89618 -5.94146 -29.26106
H -12.89816 -4.64189 -31.59061
H -11.29569 -4.00056 -31.11613
H -12.75213 -3.03899 -31.04078
H -10.83644 -5.74006 -29.41756
H -12.23386 -6.81624 -29.81678
H -11.97726 -6.22273 -28.21110
C -18.19482 -0.99539 -19.59936
C -17.17334 -1.38278 -18.58302
O -17.45216 -1.57313 -17.40341
C -15.79918 -1.75216 -19.05011
H -19.09685 -0.65739 -19.08927
H -18.48509 -1.85217 -20.20747
H -17.84805 -0.21510 -20.27685
H -15.24842 -0.89327 -19.43360
H -15.97979 -2.56609 -19.75225
H -15.27194 -2.15413 -18.18493
C -14.45687 3.53887 -22.70829
C -14.67708 2.83000 -21.36985
O -14.12775 3.23796 -20.37056
C -15.66506 1.67343 -21.36428
H -13.79595 2.93174 -23.32691
H -13.97715 4.51330 -22.61634
H -15.42599 3.62399 -23.19989
H -15.35716 0.99495 -22.15987
H -16.68594 2.00063 -21.56138
H -15.64960 1.15529 -20.40543
C -13.57157 -5.27023 -17.16340
C -14.75072 -5.31159 -16.29200
O -14.83894 -6.06810 -15.33953
C -15.76815 -4.21044 -16.36567
H -13.07278 -6.23919 -17.18391
H -12.90627 -4.49411 -16.78509
H -13.90826 -5.06657 -18.17990
H -16.57751 -4.57741 -16.99684
H -15.28626 -3.26461 -16.61326
H -16.20400 -4.16505 -15.36764
C -12.23382 -2.14237 -15.11819
C -13.51177 -1.32939 -15.13737
O -13.90408 -0.81620 -16.19606
C -14.17623 -0.99455 -13.81900
H -12.36988 -3.02443 -14.49244
H -11.50452 -1.49289 -14.63405
H -11.92958 -2.44321 -16.12070
H -15.25804 -0.96879 -13.94987
H -13.86482 -0.06598 -13.34059
H -13.88351 -1.78720 -13.13044
C -5.03262 -0.27975 -21.79289
C -5.39412 1.00156 -22.49788
O -6.55676 1.36822 -22.59606
C -4.34610 1.83989 -23.17996
H -4.27394 -0.03602 -21.04919
H -4.61938 -0.93434 -22.56025
H -5.88428 -0.66269 -21.23063
H -4.73635 2.61587 -23.83848
H -3.67574 1.26700 -23.82068
H -3.87365 2.37813 -22.35825
C -8.28672 -6.82331 -20.32606
C -7.35548 -7.48169 -19.32911
O -7.49948 -7.34729 -18.11660
C -6.21948 -8.31094 -19.90392
H -7.80787 -5.89738 -20.64457
H -9.31318 -6.66920 -19.99329
H -8.28088 -7.48016 -21.19590
H -5.31023 -7.93605 -19.43400
H -6.21561 -8.17974 -20.98598
H -6.38271 -9.37138 -19.71178
C -10.48477 5.59811 -24.25335
C -9.82330 5.06744 -23.03612
O -9.24920 3.99981 -23.13958
C -9.81202 5.88606 -21.79197
H -10.44637 4.81253 -25.00800
H -10.07135 6.52550 -24.64974
H -11.53179 5.81806 -24.04484
H -10.77611 6.38937 -21.71903
H -9.04766 6.66203 -21.83336
H -9.56798 5.25378 -20.93830
*
```

Results of the Mulliken charge analysis, in e, for atoms 1 through 99:
1. Rb 0.662
2. Rb 0.839
3. O -0.509
4. C 0.554
5. O -0.575
6. O -0.484
7. H 0.221
8. C -0.360
9. C 2.850
10. C 0.490
11. C -0.064
12. C -0.065
13. C 3.060
14. N 1.043
15. O -0.752
16. C -0.760
17. C -0.028
18. C -0.333
19. H -0.321
20. H -0.408
21. H -0.191
22. H -0.092
23. H -1.498
24. H 0.550
25. H -0.746
26. H -0.814
27. H -0.059
28. H 0.537
29. H -0.004
30. H -1.056
31. H -1.008
32. H -0.201
33. H 0.314
34. H 0.050
35. H -0.606
36. H 0.099
37. C -0.514
38. C 0.419
39. O -0.636
40. C 0.374
41. H 0.090
42. H -0.056
43. H 0.391
44. H -0.499
45. H 0.177
46. H 0.267
47. C 0.462
48. C 0.765
49. O -0.528
50. C -1.269
51. H 0.131
52. H 0.363
53. H -0.756
54. H 0.341
55. H 0.382
56. H 0.179
57. C -1.219
58. C 0.771
59. O -0.283
60. C -1.163
61. H 0.270
62. H 0.353
63. H 0.327
64. H 0.380
65. H 0.406
66. H 0.107
67. C -0.061
68. C 0.745
69. O -0.707
70. C -0.284
71. H -0.106
72. H -0.530
73. H 0.550
74. H 0.534
75. H 0.132
76. H -0.323
77. C -0.058
78. C 0.620
79. O -0.464
80. C -0.662
81. H 0.227
82. H -0.027
83. H -0.122
84. H -0.021
85. H 0.467
86. H 0.060
87. C -1.316
88. C 0.692
89. O -0.531
90. C 0.447
91. H 0.191
92. H 0.383
93. H 0.365
94. H -0.125
95. H 0.619
96. H -0.670
97. C -1.622
98. C 0.953
99. O -0.471